Entry 1:
2 unconnected molecules or ions with the total composition C6H12N3 at a distorted geometry, computed with ωB97M-V/def2-TZVPD.

CARTESIAN COORDINATES (ANGSTROEM)
1 C 1.67331 -1.44284 -0.50312
2 C 2.63572 -1.18636 0.48350
3 C 1.14414 -0.19080 -0.79998
4 C -3.48753 -0.12586 0.18074
5 C 1.67992 2.13031 0.00718
6 C -2.06012 -0.13103 -0.10774
7 N 2.69928 0.10253 0.74414
8 N 1.82162 0.70280 -0.03726
9 N -1.23213 -0.94222 0.42643
10 H 1.42177 -2.38097 -0.95215
11 H 3.28763 -1.87603 0.98096
12 H -3.81974 0.87908 0.44956
13 H -4.03826 -0.36851 -0.73248
14 H -3.76169 -0.83019 0.96386
15 H 2.66432 2.59027 -0.07173
16 H 1.05677 2.47221 -0.81566
17 H 1.24307 2.44026 0.95962
18 H -1.67807 0.58906 -0.82577
19 H -1.54604 -1.63034 1.10552
20 H -0.20694 -0.92814 0.14503
21 H 0.50296 0.12675 -1.60065

Summary:
Orbital gap (eV): 8.7
Charge: +1
Energy relative to the best compared isomer or geometry (same formula, charge and spin) (kJ/mol): 186.5

Atom charges from the Löwdin analysis, given in e for atoms 1 to 6:
1 C -0.076
2 C -0.122
3 C -0.157
4 C -0.016
5 C -0.004
6 C -0.098

=====

Entry 2:
A gas-phase ion, C7H5N2O2S2 (charge -1) at a distorted geometry, computed with ωB97M-V/def2-TZVPD.

CARTESIAN COORDINATES (ANGSTROEM)
1 C 1.17584 1.52086 -1.65640
2 C 0.58381 1.66819 -0.45707
3 C 2.14697 0.46064 -1.84722
4 C 0.85849 0.71068 0.55634
5 C 1.69455 -0.35124 0.17234
6 C -0.80056 -2.67033 3.89937
7 C -1.45884 -2.35277 2.55324
8 N 2.42092 -0.43021 -0.94577
9 N 0.29817 0.73308 1.75472
10 O 0.35815 -2.28901 3.97791
11 O -1.37878 -3.36707 4.74253
12 S 1.74633 -1.66258 1.42022
13 S 0.45242 -0.58718 2.72892
14 H 1.06205 2.27832 -2.58521
15 H 0.01282 2.52890 -0.24140
16 H 2.75706 0.31671 -2.78929
17 H -2.23542 -1.57191 2.46078
18 H -1.25725 -3.01719 1.70503

Summary:
Orbital gap (spin up / spin down) (eV): 6.6 / 6.5
Charge: -1
Energy relative to the best compared isomer or geometry (same formula, charge and spin) (kJ/mol): 180.2

Atom charges from the Löwdin analysis, given in e for atoms 1 to 6:
1 C -0.107
2 C -0.060
3 C -0.214
4 C -0.466
5 C -0.586
6 C -0.868

=====

Entry 3:
2 unconnected molecules or ions with the total composition C39H38NO2Si at a distorted geometry, computed with ωB97M-V/def2-TZVPD.

CARTESIAN COORDINATES (ANGSTROEM)
1 C -6.15708 -0.81813 4.42967
2 C -5.28170 -1.99659 3.99672
3 C -3.90710 -1.41229 3.89535
4 C -3.97238 -0.11488 4.47909
5 O -5.22407 0.28157 4.84280
6 C -2.81299 0.65068 4.67292
7 C -1.62001 0.15067 4.20308
8 C -1.52594 -1.07861 3.43846
9 C -0.30164 -1.44725 2.80210
10 C 1.00226 -0.96073 3.24582
11 C 2.01837 -1.82415 3.76366
12 C 3.26304 -1.31412 4.12290
13 C 3.53215 0.06601 3.93048
14 O 4.82325 0.43303 4.15526
15 C 5.56552 -0.80102 4.51951
16 C 4.53846 -1.94137 4.60655
17 C 2.53883 0.95570 3.49685
18 C 1.32387 0.43135 3.11766
19 C -2.71692 -1.88652 3.36484
20 H -6.76165 -0.42620 3.59820
21 H -6.81729 -1.02416 5.28067
22 H -5.32031 -2.76747 4.77006
23 H -5.61917 -2.43936 3.06044
24 H -2.90788 1.62516 5.15550
25 H -0.70679 0.72051 4.36227
26 H -0.33408 -2.23906 2.01826
27 H 1.80244 -2.89345 3.87158
28 H 6.31042 -0.96327 3.72747
29 H 6.09258 -0.61074 5.46381
30 H 4.44624 -2.28727 5.64460
31 H 4.84517 -2.79693 3.99638
32 H 2.76732 2.01870 3.44082
33 H 0.57255 1.08231 2.66693
34 H -2.67998 -2.86251 2.85992
35 C 3.20792 -3.70260 0.54162
36 C 2.92389 -4.62690 -0.46371
37 C 2.00430 -4.33383 -1.47964
38 C 1.31094 -3.11357 -1.47441
39 Si 0.17327 -2.56355 -2.84725
40 C 0.19176 -3.70593 -4.34249
41 C -1.00031 -4.33966 -4.74198
42 C -1.00865 -5.24791 -5.80500
43 C 0.16130 -5.53390 -6.50707
44 C 1.34320 -4.89340 -6.13665
45 C 1.36560 -3.98248 -5.07152
46 C -1.57002 -2.39763 -2.22457
47 C -1.96309 -3.08286 -1.06860
48 C -3.23435 -2.85752 -0.52350
49 C -4.12226 -1.96384 -1.12965
50 C -3.74261 -1.31026 -2.30497
51 C -2.47999 -1.53827 -2.86513
52 C 0.61049 -0.73593 -3.19869
53 C 1.89766 -0.55330 -4.03494
54 C 2.51334 0.76614 -3.52693
55 C 1.75133 1.15605 -2.26078
56 N 0.76731 0.07407 -2.00350
57 C 1.55786 -2.21716 -0.42290
58 C 2.55265 -2.47042 0.52471
59 H 3.94912 -3.91015 1.31928
60 H 3.44600 -5.58267 -0.47143
61 H 1.82521 -5.05597 -2.28152
62 H -1.92917 -4.12118 -4.20859
63 H -1.94010 -5.72842 -6.09157
64 H 0.14894 -6.22931 -7.34702
65 H 2.26270 -5.09413 -6.68470
66 H 2.30750 -3.49036 -4.80564
67 H -1.27595 -3.79286 -0.59676
68 H -3.52418 -3.38166 0.38702
69 H -5.10263 -1.77237 -0.68718
70 H -4.42280 -0.61187 -2.79362
71 H -2.20839 -1.03636 -3.80070
72 H -0.23227 -0.39357 -3.82634
73 H 2.57655 -1.38173 -3.78598
74 H 1.69638 -0.56786 -5.11975
75 H 3.56013 0.61060 -3.27963
76 H 2.45548 1.53610 -4.29815
77 H 2.42332 1.27082 -1.40279
78 H 1.27133 2.13968 -2.37214
79 H -0.10476 0.44806 -1.63011
80 H 1.00618 -1.27147 -0.36004
81 H 2.80788 -1.69474 1.24534

Summary:
Orbital gap (eV): 4.7
Charge: +1
Energy relative to the best compared isomer or geometry (same formula, charge and spin) (kJ/mol): 49.6

Atom charges from the Löwdin analysis, given in e for atoms 1 to 6:
1 C -0.070
2 C -0.085
3 C -0.124
4 C -0.172
5 O 0.037
6 C 0.045

=====

Entry 4:
C10H11N3O in the gas phase at a distorted geometry, computed with ωB97M-V/def2-TZVPD.

CARTESIAN COORDINATES (ANGSTROEM)
1 C 3.52646 -0.97068 0.59417
2 C 3.39862 0.16766 -0.38173
3 C 0.92521 1.02686 -0.10259
4 C -0.02756 2.06635 0.02946
5 C -1.77138 0.76668 -0.01250
6 C -3.15551 0.63574 0.27289
7 C -3.77993 -0.60111 0.19573
8 C -2.88420 -1.77843 -0.15748
9 C -1.59255 -1.57194 -0.31243
10 C -0.93748 -0.35202 -0.36126
11 H 1.65168 -1.34563 -0.13845
12 H 4.43919 -1.50692 0.44065
13 H 3.36017 -0.55613 1.63478
14 H 4.37175 0.84876 -0.47942
15 H 3.11188 -0.27926 -1.38142
16 H 2.74475 2.10884 0.15735
17 H 0.44197 3.10549 -0.03467
18 H -3.64842 1.54030 0.54521
19 H -4.83607 -0.81461 0.44977
20 H -3.35328 -2.72466 -0.06649
21 H -0.78486 -2.38924 -0.62023
22 N 2.28358 1.13441 -0.23150
23 N -1.30581 2.00106 0.28653
24 N 0.46622 -0.22144 -0.32865
25 O 2.52291 -1.83997 0.35283

Summary:
Orbital gap (eV): 8.1
SMILES: OCCNc1cnc2ccccc2n1
Charge: 0
Energy relative to the best compared isomer or geometry (same formula, charge and spin) (kJ/mol): 258.3

Atom charges from the Löwdin analysis, given in e for atoms 1 to 6:
1 C -0.353
2 C -0.190
3 C -0.297
4 C -0.085
5 C -0.238
6 C -0.037

=====

Entry 5:
6 unconnected molecules or ions with the total composition C29H48Br2NO17 at a distorted geometry, computed with ωB97M-V/def2-TZVPD.

CARTESIAN COORDINATES (ANGSTROEM)
1 C -5.81302 -1.35274 6.60818
2 C -5.46498 -2.90411 6.37968
3 Br -6.05128 -4.30031 7.68880
4 C -4.71981 -3.27204 5.20861
5 Br -4.19488 -5.17494 4.87763
6 O -4.38929 -2.19784 4.31164
7 C -2.97949 -2.07303 4.13412
8 O -2.10313 -2.53810 4.88656
9 C -2.53842 -1.24393 2.81497
10 C -1.82663 0.13320 2.85510
11 C -1.52902 0.78845 1.45673
12 N -1.91029 0.12119 0.24047
13 C -2.57107 -1.16486 0.16265
14 C -2.92733 -1.93202 1.45167
15 H -5.80256 -1.16629 7.75073
16 H -6.83774 -1.06108 6.19319
17 H -5.03905 -0.63525 6.17142
18 H -1.56248 0.65123 3.84673
19 H -1.03369 1.82699 1.38144
20 H -1.70869 0.58186 -0.67334
21 H -2.88415 -1.65054 -0.83220
22 H -3.45416 -2.95766 1.46510
23 C -4.85967 3.10375 11.19359
24 C -4.04473 3.80818 10.12526
25 O -2.87559 3.05010 9.78594
26 C -3.08016 2.00079 8.97523
27 O -4.14112 1.65463 8.51197
28 O -1.90089 1.38028 8.79096
29 C -1.99370 0.18265 8.02356
30 H -4.23626 2.86988 12.06045
31 H -5.69622 3.72749 11.51498
32 H -5.25991 2.15628 10.82525
33 H -3.69463 4.76846 10.51091
34 H -4.64257 4.01750 9.23354
35 H -2.50277 0.35810 7.07248
36 H -2.51001 -0.58894 8.59921
37 H -0.98005 -0.16108 7.81365
38 C 2.65803 4.96145 -1.71436
39 C 2.21751 3.86224 -0.76649
40 O 1.03534 3.20711 -1.25111
41 C 1.22761 2.31420 -2.23884
42 O 2.28493 2.01652 -2.73377
43 O 0.02429 1.83015 -2.60166
44 C 0.07332 0.93835 -3.71768
45 H 1.83508 5.65430 -1.90817
46 H 3.49980 5.51702 -1.29645
47 H 2.96283 4.55211 -2.68023
48 H 1.95946 4.29974 0.20102
49 H 3.01644 3.13805 -0.58972
50 H 0.79196 0.13255 -3.55161
51 H 0.32016 1.49245 -4.62594
52 H -0.91698 0.49641 -3.83984
53 C 0.12928 -4.42261 -2.44586
54 C -0.77056 -3.60106 -3.35017
55 O -0.10588 -3.26932 -4.57318
56 C -0.04505 -4.25762 -5.48596
57 O -0.50092 -5.36724 -5.36113
58 O 0.63884 -3.80125 -6.54749
59 C 0.86442 -4.78629 -7.55616
60 H 1.08383 -3.91346 -2.28825
61 H -0.34721 -4.59304 -1.47767
62 H 0.35691 -5.39335 -2.89150
63 H -1.01263 -2.65456 -2.85806
64 H -1.71710 -4.11201 -3.55027
65 H -0.06901 -5.26359 -7.86158
66 H 1.57724 -5.53100 -7.19531
67 H 1.29515 -4.28547 -8.42398
68 C 2.52685 4.41570 -9.23203
69 C 1.15376 3.77750 -9.13644
70 O 1.22180 2.36905 -9.39331
71 C 1.67208 1.61525 -8.37717
72 O 2.00863 2.01474 -7.28776
73 O 1.71249 0.33770 -8.79094
74 C 2.27097 -0.55755 -7.83134
75 H 2.99453 4.17895 -10.19119
76 H 2.45652 5.50049 -9.12871
77 H 3.19306 4.03929 -8.45226
78 H 0.50154 4.20460 -9.90181
79 H 0.68445 3.97207 -8.16769
80 H 1.77096 -0.46724 -6.86452
81 H 3.34245 -0.37088 -7.72947
82 H 2.13017 -1.57517 -8.19723
83 C 3.00723 -0.70957 -0.30912
84 C 4.12391 0.31235 -0.20354
85 O 4.82352 0.18124 1.03907
86 C 5.70652 -0.83167 1.10269
87 O 5.95528 -1.61314 0.21735
88 O 6.24204 -0.84010 2.33454
89 C 7.12958 -1.93251 2.57008
90 H 2.34764 -0.64965 0.56178
91 H 2.41813 -0.54521 -1.21452
92 H 3.40380 -1.72715 -0.33761
93 H 3.69741 1.31680 -0.21933
94 H 4.81579 0.24282 -1.04742
95 H 7.90290 -1.98939 1.80118
96 H 6.56498 -2.86642 2.61751
97 H 7.61335 -1.76994 3.53384

Summary:
Orbital gap (eV): 6.2
Charge: +1

Atom charges from the Löwdin analysis, given in e for atoms 1 to 6:
1 C -0.101
2 C -0.602
3 Br 0.646
4 C -0.649
5 Br 0.681
6 O -0.058

=====

Which value of charge does entry 5 give?
+1

=====

charge of number 1 (C6H12N3)?
+1